# 1
The following is a DFT calculation (ωB97M-V/def2-TZVPD) of a 2-piece molecular cluster, C8H15NO9S overall.

Summary:
SMILES   NC[C@]1(CC(=O)O)COS(=O)(=O)O1.COC(=O)OC
LUMO energy   0.20 eV
Charge   0
Spin multiplicity   1
E_HOMO   -10.227 eV

Cartesian coordinates (Å):
N -0.3776 -0.6821 1.4270
C 0.6655 -0.0430 0.5962
C 2.1194 -0.1511 1.1900
C 2.2873 -0.8247 2.5555
C 3.4983 -1.7635 2.6581
O 4.5394 -1.5969 2.1642
O 3.3151 -2.8678 3.4636
C 2.6873 1.3213 1.2172
O 3.5730 1.5366 0.1069
S 3.5074 0.2973 -0.9211
O 4.8344 0.0194 -1.2897
O 2.5879 0.3950 -1.9987
O 2.8538 -0.7640 0.1008
H -0.5011 -0.0832 2.2404
H -1.2506 -0.7220 0.9118
H 0.6600 -0.5629 -0.3715
H 0.3535 0.9935 0.3825
H 1.4001 -1.3837 2.8819
H 2.4391 -0.0408 3.3163
H 2.4583 -3.2758 3.2683
H 3.1433 1.5837 2.1853
H 1.9470 2.1265 1.0871
C -5.9552 1.2442 -1.4520
O -4.5736 0.9838 -1.2005
C -3.8971 0.5414 -2.2646
O -4.3493 0.3571 -3.3626
O -2.6293 0.3397 -1.8933
C -1.7782 -0.1395 -2.9382
H -6.3926 1.5948 -0.5203
H -6.0690 2.0210 -2.2070
H -6.4685 0.3341 -1.7597
H -1.7221 0.5803 -3.7532
H -2.1228 -1.1055 -3.3049
H -0.7833 -0.2632 -2.5158

=====

# 2
The following is a DFT calculation (ωB97M-V/def2-TZVPD) of C21H20BrN3O4S in the gas phase.

Summary:
SMILES   CCC[C@H](Cn1c(=O)n(Cc2cc(Br)cc3[nH]c(=O)sc23)c2ccccc21)C(=O)O
Energy relative to the best compared isomer or geometry (same formula, charge and spin)   36.9 kcal per mole
LUMO energy   0.14 eV
Charge   0
Spin multiplicity   1
E_HOMO   -8.300 eV

Cartesian coordinates (Å):
C -1.6925 -3.1778 -0.6831
C -1.4849 -2.1265 0.3897
C -0.5511 -2.7020 1.3752
C -0.4132 -1.5254 2.4628
C 1.0227 -1.2156 2.7642
N 1.8243 -0.3349 1.9297
C 1.3361 0.9486 1.9539
O 0.7553 1.5045 2.9071
N 1.6193 1.5460 0.7081
C 1.1789 2.7935 0.1359
C -0.0853 2.5919 -0.6416
C -1.3133 2.1236 0.0546
C -2.5474 1.9885 -0.6105
Br -3.8838 1.2995 0.5443
C -2.6224 2.2345 -1.9878
C -1.5784 2.8161 -2.6435
N -1.6699 3.3324 -3.9405
C -0.3972 3.7509 -4.4100
O -0.1745 3.6145 -5.6083
S 0.7749 3.6251 -3.1031
C -0.3116 2.9203 -1.9862
C 2.3041 0.5341 -0.0260
C 2.6559 0.6127 -1.3375
C 3.2115 -0.5457 -1.9269
C 3.2959 -1.7721 -1.1633
C 3.0023 -1.8238 0.1151
C 2.3316 -0.6932 0.6828
C -1.2058 -1.7993 3.6843
O -0.7786 -2.0533 4.8298
O -2.4805 -1.8834 3.3332
H -1.7841 -2.6575 -1.6919
H -2.6287 -3.6597 -0.5502
H -0.8375 -3.9208 -0.8526
H -2.3562 -1.9874 0.9552
H -1.2121 -1.1168 0.1141
H -0.9717 -3.6230 1.8399
H 0.4444 -2.8928 0.9508
H -0.9396 -0.5668 2.1026
H 1.1055 -0.7528 3.7433
H 1.5397 -2.1360 2.9687
H 1.0846 3.5053 0.9318
H 2.0241 3.1287 -0.4513
H -1.2635 1.9471 1.1347
H -3.5019 1.9849 -2.5687
H -2.3844 2.9571 -4.5662
H 2.3307 1.4750 -1.9782
H 3.5192 -0.6956 -3.0151
H 3.6596 -2.6721 -1.6881
H 3.0453 -2.6756 0.7286
H -2.9961 -2.2251 4.0903

=====

# 3
The following is a DFT calculation (ωB97M-V/def2-TZVPD) of C22H71B3N5O6SnTi as an isolated structure.

Summary:
Expectation value of S²   3.75
LUMO energy (spin up / spin down)   -0.14 / -0.41 eV
Charge   0
Spin multiplicity   4
E_HOMO (spin up / spin down)   -5.067 / -8.144 eV

Cartesian coordinates (Å):
Sn -23.9345 1.0871 18.5080
Ti -26.0805 4.5482 17.0392
B -26.3262 0.8178 16.1668
H -26.3850 0.1523 17.0140
H -26.2266 0.2543 15.2520
H -27.1679 1.4837 16.0556
H -25.4459 1.4398 16.2143
B -23.6268 3.9486 16.7418
H -23.7763 2.9570 16.3436
H -22.5671 4.1482 16.7043
H -24.1782 4.6661 16.1542
H -23.9205 4.0121 17.7782
B -26.1267 3.1933 19.3606
H -25.7248 2.5063 20.0891
H -26.1274 2.8041 18.3542
H -27.1434 3.4251 19.6380
H -25.5391 4.0899 19.4836
C -25.1964 -2.4079 17.1949
O -24.9002 -1.8922 18.5213
C -25.8334 -2.2316 19.5750
C -25.2693 -1.9151 20.9363
N -24.8935 -0.5014 21.1787
C -23.9751 -0.3035 22.2933
C -23.7566 1.1342 22.7414
O -23.6159 1.9823 21.5492
C -23.3676 3.3929 21.7363
H -25.1230 -3.4945 17.2402
H -24.4380 -1.9509 16.5593
H -26.2045 -2.1408 16.8781
H -26.1422 -3.2746 19.5042
H -26.6603 -1.5457 19.3909
H -24.4410 -2.6231 20.9611
H -25.9083 -2.1805 21.7786
H -25.7161 -0.0028 21.4864
H -23.0181 -0.7391 22.0059
H -24.4115 -0.8289 23.1427
H -22.7904 1.1527 23.2457
H -24.5769 1.5396 23.3336
H -23.2845 3.8368 20.7443
H -22.5364 3.6804 22.3801
H -24.2978 3.8395 22.0875
C -30.1083 8.9263 21.6625
C -30.2938 7.4831 22.2524
C -28.9716 7.1347 23.0887
O -27.7590 7.1208 22.3506
C -27.5855 5.9770 21.5137
N -31.4602 7.5010 23.1490
H -31.0044 9.2047 21.1080
H -29.3318 9.0426 20.9065
H -30.0570 9.7116 22.4167
H -30.3441 6.6704 21.5277
H -29.0090 6.1820 23.6169
H -28.7734 7.8388 23.8968
H -27.3658 5.0621 22.0639
H -26.6705 6.1050 20.9353
H -28.4101 5.7141 20.8511
H -32.2802 7.7160 22.5999
H -31.3056 8.3016 23.7450
C -30.3817 1.0003 17.2612
C -29.5007 1.9363 18.1487
C -30.2935 2.7225 19.2722
O -31.0802 3.7238 18.6193
C -31.7386 4.5407 19.4848
N -28.3410 1.3060 18.6076
H -31.1438 1.5882 16.7498
H -30.8922 0.2617 17.8792
H -29.8228 0.4072 16.5373
H -29.2119 2.7668 17.5045
H -29.5970 3.1785 19.9758
H -30.9614 2.1204 19.8881
H -31.0647 5.0609 20.1655
H -32.4086 3.9458 20.1054
H -32.3132 5.2067 18.8411
H -27.8816 0.7979 17.8654
H -27.6725 2.0268 18.8393
C -29.5245 7.2984 18.4668
C -28.3426 6.7884 17.6664
C -27.0879 7.5149 18.0643
O -25.9961 6.9308 17.4113
C -24.7840 7.6736 17.6725
N -28.2356 5.4143 17.8636
H -30.4700 6.7628 18.3820
H -29.6586 8.3502 18.2141
H -29.2913 7.3392 19.5308
H -28.5603 6.9891 16.6173
H -27.0071 7.3049 19.1308
H -27.1299 8.5877 17.8762
H -23.9673 7.2178 17.1129
H -24.6816 7.7058 18.7572
H -24.9123 8.6714 17.2531
H -29.1044 4.9615 17.6183
H -28.2334 5.2278 18.8562
C -28.9578 0.0461 22.7888
C -28.0631 1.2753 22.4746
C -27.2949 1.7701 23.7343
O -28.1954 2.1668 24.7001
C -28.9024 3.3799 24.4058
N -27.2858 0.9752 21.2890
H -28.2859 -0.7224 23.1708
H -29.5064 -0.3429 21.9310
H -29.6825 0.2539 23.5760
H -28.7005 2.1029 22.1630
H -26.5830 2.5891 23.6312
H -26.7107 0.8822 23.9763
H -29.5934 3.4485 23.5656
H -28.1776 4.0698 23.9734
H -29.3033 3.8057 25.3256
H -27.8886 0.4869 20.6423
H -26.9476 1.7832 20.7861